# C2H3O3

2 unconnected molecules or ions with the total composition C2H3O3 at a distorted geometry (the ωB97M-V functional and the def2-TZVPD basis, the OMol25 dataset).

Element x y z (Å)
C  -0.51  1.50  0.11
C  0.34  -1.20  0.00
O  0.43  2.26  0.19
O  -1.62  1.39  -0.29
O  0.47  -2.11  0.83
H  -0.06  0.32  0.49
H  -0.40  -1.33  -0.85
H  1.34  -0.82  -0.48

As for the molecular weight: 75.04 g mol⁻¹. For the energy above the lowest of the compared OMol25 structures with the same formula, charge and spin, the calculation gives 40.8 kcal/mol. As for the total energy: -303.7207 Ha. As for the charge: -1. The LUMO energy is 4.2 eV.